1.
Computed, not measured: a single C4H6BrNS molecule, with ωB97M-V/def2-TZVPD.

Last column: Mulliken charge in e.
Element x y z (Å)
C  -2.902  -0.005  0.209  0.1597
C  -0.735  0.398  1.184  -0.6329
C  -0.092  -0.827  0.251  0.0353
C  0.199  -0.180  -1.071  -1.0287
N  -2.132  0.625  0.917  -0.1957
S  -1.237  -2.207  0.143  -0.2280
Br  -4.630  -0.037  -0.155  0.0310
H  -0.684  -0.080  2.187  0.3286
H  -0.215  1.368  1.110  0.3734
H  0.922  -1.084  0.736  0.3298
H  -0.504  0.821  -1.067  0.1912
H  -0.094  -0.737  -1.968  0.2900
H  1.197  0.148  -1.160  0.3463

Calculated values
HOMO energy (alpha / beta)	-8.1775 / -8.1608	eV
charge	0

***

2.
Computed, not measured: a molecular structure, C4H6CdO2, with ωB97M-V/def2-TZVPD.

Last column: Löwdin spin population.
Element x y z (Å)
H  -0.580  -0.010  -1.559  0.0099
O  -2.562  0.478  -0.739  0.0053
C  -1.259  0.244  -0.681  0.0175
C  -0.653  -0.335  0.392  0.0248
C  0.778  -0.854  0.474  0.0908
C  1.771  -0.088  -0.357  0.5667
O  1.802  1.243  -0.214  0.1951
Cd  0.244  1.944  0.561  0.0366
H  -2.806  1.243  -0.204  0.0005
H  -1.300  -0.531  1.256  0.0009
H  0.784  -1.915  0.182  -0.0005
H  1.076  -0.838  1.543  0.0242
H  2.704  -0.581  -0.655  0.0282

Calculated values
HOMO energy (alpha / beta)	-10.8944 / -14.3825	eV
multiplicity	2
charge	+1

***

3.
Computed, not measured: a single C4H6Cl2O molecule, with ωB97M-V/def2-TZVPD.

Last column: Mulliken charge in e.
Element x y z (Å)
C  1.869  -0.826  -0.002  -0.7188
C  1.291  0.350  -0.250  0.2390
C  -1.235  0.941  0.370  -0.7950
C  -0.363  0.379  -0.808  -0.1423
O  -0.609  -0.958  -1.061  -0.5501
Cl  2.111  1.857  -0.031  -0.1796
Cl  -2.989  1.261  0.022  -0.1849
H  2.735  -0.960  0.512  0.3733
H  1.289  -1.710  -0.454  0.2368
H  -1.091  0.321  1.177  0.5290
H  -0.679  1.788  0.776  0.3575
H  -0.438  0.858  -1.702  0.4734
H  -1.096  -1.360  -0.329  0.3617

Calculated values
HOMO energy	-9.7145	eV
charge	0
SMILES	C=C(Cl)[C@@H](O)CCl

***

4.
Computed, not measured: a single C4H6ClF molecule, with ωB97M-V/def2-TZVPD.

Last column: Mulliken charge in e.
Element x y z (Å)
C  -1.503  0.105  0.533  -0.3831
C  -0.581  0.780  -0.486  -0.3540
C  0.729  0.435  -0.723  -0.2379
C  1.414  -0.524  0.203  -0.2225
H  -0.824  -0.405  1.206  0.2592
H  -2.136  0.789  1.019  0.3412
H  -0.992  1.490  -1.223  0.3332
H  1.387  0.863  -1.419  0.3859
H  0.625  -1.101  0.765  0.1801
H  2.045  -0.080  1.049  0.1862
F  2.360  -1.302  -0.446  -0.2957
Cl  -2.524  -1.052  -0.477  -0.1926

Calculated values
HOMO energy	-9.8950	eV
charge	0
SMILES	FC/C=C\CCl